(1)
# C5H4N2O

C5H4N2O as an isolated structure (ωB97M-V with the def2-TZVPD basis set, the OMol25 dataset).

gap between HOMO and LUMO = 9.0 eV
spin multiplicity = 1
lowest unoccupied orbital energy = -0.25 eV
ΔE to the lowest compared entry with this formula, charge and spin = 5.181 eV
HOMO level = -9.25 eV

The geometry in XYZ format:
```
12
Properties=species:S:1:pos:R:3:forces:R:3
C -1.65819 -0.68965 0.00677 3.3770 2.8763 1.5629
C -1.43732 0.83861 0.25461 -0.3758 0.1793 0.0179
C 0.05511 0.46770 -0.04300 -1.0834 1.8697 0.8973
C 1.38445 0.59497 -0.10751 5.0457 3.2136 -1.5503
C -0.08278 -0.86208 0.02067 -0.2554 -5.7545 1.9071
H -1.99488 1.42642 -0.57308 0.8681 -0.5403 1.8417
H -1.81727 1.01050 1.42226 1.4403 0.1019 -3.2463
H 2.07412 1.50206 -0.50531 -1.6557 -2.3730 1.5070
H 3.07246 -0.86759 -0.61642 -4.3983 0.6668 3.4444
N 1.97007 -0.65532 0.08654 4.7034 1.6883 -3.5456
N 1.13184 -1.63990 0.24868 -4.3839 1.3963 -1.8929
O -2.69760 -1.12573 -0.19419 -3.2819 -3.3244 -0.9433
```
Positions in Å, forces in eV/Å.

Here are the Mulliken charges for atoms 1 to 5, given in e: number 1, C, carries 0.385; number 2, C, carries -0.301; number 3, C, carries 0.399; number 4, C, carries -0.662; number 5, C, carries 0.125



(2)
# C2H8

A 2-piece molecular cluster, C2H8 overall (ωB97M-V with the def2-TZVPD basis set, the OMol25 dataset).

gap between HOMO and LUMO = 14.4 eV
spin multiplicity = 1
lowest unoccupied orbital energy = 1.04 eV
ΔE to the lowest compared entry with this formula, charge and spin = 0.011 eV
SMILES string = C.C
HOMO level = -13.33 eV

The geometry in XYZ format:
```
10
Properties=species:S:1:pos:R:3:forces:R:3
C -0.94184 2.05593 1.40095 0.0003 -0.0006 -0.0046
H -0.81936 2.69863 2.28524 -0.0457 -0.2388 -0.3265
H -1.87336 1.47822 1.49310 0.3443 0.2134 -0.0328
H -0.08822 1.36601 1.32772 -0.3133 0.2527 0.0271
H -0.98616 2.68086 0.49679 0.0162 -0.2305 0.3338
C 0.94189 -2.05576 -1.40072 -0.0027 -0.0016 -0.0019
H 1.20585 -1.09262 -1.86189 -0.0976 -0.3550 0.1716
H 0.84487 -1.92749 -0.31254 0.0356 -0.0461 -0.3999
H 1.72985 -2.79300 -1.61421 -0.2891 0.2735 0.0797
H -0.01352 -2.41078 -1.81444 0.3520 0.1332 0.1535
```
Positions in Å, forces in eV/Å.

Here are the Mulliken charges for atoms 1 to 5, given in e: number 1, C, carries -0.864; number 2, H, carries 0.233; number 3, H, carries 0.217; number 4, H, carries 0.197; number 5, H, carries 0.218



(3)
# F2HNS

One molecule with the formula F2HNS (ωB97M-V with the def2-TZVPD basis set, the OMol25 dataset).

gap between HOMO and LUMO = 10.7 eV
spin multiplicity = 1
lowest unoccupied orbital energy = 0.21 eV
ΔE to the lowest compared entry with this formula, charge and spin = 3.360 eV
SMILES string = FN(F)S
HOMO level = -10.53 eV

The geometry in XYZ format:
```
5
Properties=species:S:1:pos:R:3:forces:R:3
N 0.11746 0.29850 -0.48741 -2.3323 1.3247 0.1559
F -1.39162 0.32148 -0.50365 1.7948 -0.0470 -0.0386
F 0.34161 -0.30569 -1.69928 0.3396 -0.6276 1.1371
S 0.48848 -0.66334 0.93469 0.2037 -1.7721 -1.4916
H 0.44407 0.34905 1.75565 -0.0058 1.1221 0.2372
```
Positions in Å, forces in eV/Å.

Table of Mulliken atomic charges, one value per atom, all in e: number 1, N, carries 0.173; number 2, F, carries -0.216; number 3, F, carries -0.127; number 4, S, carries -0.017; number 5, H, carries 0.187



(4)
# C3H9N2

An isolated ion of composition C3H9N2 and charge +1 (ωB97M-V with the def2-TZVPD basis set, the OMol25 dataset).

gap between HOMO and LUMO = 9.4 eV
spin multiplicity = 1
lowest unoccupied orbital energy = -5.03 eV
ΔE to the lowest compared entry with this formula, charge and spin = 2.608 eV
SMILES string = C=[NH+]CNC
charge = +1
HOMO level = -14.40 eV

The geometry in XYZ format:
```
14
Properties=species:S:1:pos:R:3:forces:R:3
C 0.14501 -1.19177 -0.08779 2.2624 -2.0399 -0.1949
C 1.27338 0.91886 -0.11398 2.4258 1.6816 0.6991
C -1.44397 0.52085 0.24376 -2.6943 -0.5740 1.0033
N 1.35125 -0.33052 0.17380 0.9182 2.8435 -0.2954
N -0.95928 -0.57064 -0.53617 -0.4809 1.6887 -4.3641
H 0.54769 -1.88219 -0.82933 -0.3703 -0.4599 0.2075
H 0.02658 -1.65297 0.86536 -0.3570 -0.7409 0.7686
H 0.43934 1.48587 -0.51600 -0.0558 -1.1267 -0.2687
H 2.11409 1.66745 0.09975 -0.7752 -1.6903 -0.1047
H -1.16002 1.58370 0.11356 -0.4960 -0.7041 -0.4613
H -2.54202 0.34040 0.38471 0.7543 1.0066 -0.4537
H -1.07714 0.19796 1.17063 0.3929 0.4290 2.1220
H 2.25018 -0.64159 0.62181 -1.2801 -0.0511 -0.4921
H -0.96510 -0.44540 -1.59010 -0.2438 -0.2626 1.8344
```
Positions in Å, forces in eV/Å.

Here are the Mulliken charges for atoms 1 to 5, given in e: number 1, C, carries -0.614; number 2, C, carries -0.136; number 3, C, carries -0.929; number 4, N, carries -0.016; number 5, N, carries -0.236



Q: Look up the gap between HOMO and LUMO of the first one.
A: 9.0 eV



Q: What is the formula in the first record?
A: C5H4N2O



Q: Which value of HOMO level does entry 3 give?
A: -10.53 eV